# 1
Computed, not measured: C6H12NS as an isolated structure, with ωB97M-V/def2-TZVPD.

spin multiplicity	1
LUMO	-3.03	eV
Kohn-Sham gap	0.372	Ha
relative energy (zero: lowest compared OMol25 entry of this formula, charge and spin)	4.262	eV
charge	+1
strongest force on any atom	5.31	eV Å⁻¹

```
20
Properties=species:S:1:pos:R:3:lowdin_charge:R:1
S -0.5026 -0.7851 0.8918 0.965
N 1.3336 1.4725 1.5007 0.044
C -0.8646 1.9656 0.5164 -0.181
C -1.1152 -2.6841 -1.0551 -0.173
C 1.3935 1.4746 0.0788 -0.034
C 0.4853 2.5458 0.8837 -0.088
C 0.0103 -2.1568 -0.2223 -0.478
C -0.4364 0.6701 -0.1794 -0.369
H 0.9006 3.4617 1.0201 0.113
H 0.9012 -1.7552 -0.7160 0.093
H -1.7859 -1.9536 -1.6644 0.106
H 2.1053 1.6651 2.1081 0.180
H 0.7375 0.6045 1.7065 0.062
H -1.4369 2.6744 -0.1982 0.170
H -1.4758 1.7103 1.3111 0.077
H 0.0261 -2.9384 0.4158 0.030
H -1.7921 -3.3049 -0.4230 0.088
H 2.2628 1.5911 -0.6130 0.145
H -0.4829 0.6103 -1.3373 0.145
H -0.6767 -3.3899 -1.8301 0.105
```

***

# 2
Computed, not measured: a 2-piece molecular cluster, C6H12NS overall, with ωB97M-V/def2-TZVPD.

spin multiplicity	1
LUMO (alpha / beta)	-6.29 / -6.29	eV
Kohn-Sham gap (alpha / beta)	0.218 / 0.218	Ha
relative energy (zero: lowest compared OMol25 entry of this formula, charge and spin)	4.966	eV
charge	+1
strongest force on any atom	5.07	eV Å⁻¹

```
20
Properties=species:S:1:pos:R:3:lowdin_charge:R:1
S 1.7394 0.9136 -0.2801 0.602
N 3.0241 -0.0416 -0.1769 -0.499
C -2.6643 -1.4590 0.5456 -0.204
C -2.8817 -0.0571 1.1930 -0.073
C -1.4344 -1.6796 -0.3063 -0.232
C -0.2097 -1.7118 0.3569 0.202
C 5.0283 -1.6204 -0.0246 -0.018
C 3.9769 -0.7054 0.0285 -0.077
H 5.5770 -1.3651 -0.8811 0.094
H -0.2077 -1.5268 1.4266 0.113
H -2.4985 -1.9492 1.4553 0.093
H -1.5965 -2.3757 -1.1134 0.146
H -2.1125 0.2210 2.0389 0.123
H -3.4685 -1.7937 -0.0064 0.097
H -2.8976 0.8345 0.5696 0.073
H 5.7645 -1.6304 0.8186 0.131
H 0.5443 -2.3328 -0.1441 0.113
H -3.8505 -0.0847 1.5382 0.042
H -1.1811 -0.7523 -0.9130 0.195
H 4.7372 -2.6114 -0.0038 0.077
```

***

# 3
Computed, not measured: a 2-piece molecular cluster, C6H12NS2 overall, with ωB97M-V/def2-TZVPD.

spin multiplicity	1
LUMO (alpha / beta)	-6.05 / -6.05	eV
Kohn-Sham gap (alpha / beta)	0.207 / 0.207	Ha
relative energy (zero: lowest compared OMol25 entry of this formula, charge and spin)	1.591	eV
charge	+1
strongest force on any atom	4.31	eV Å⁻¹

```
21
Properties=species:S:1:pos:R:3:lowdin_charge:R:1
S -0.2536 2.8227 -0.8964 0.961
S 0.6255 2.2607 1.9498 0.852
N 0.3115 -1.2943 2.0169 0.116
C -0.0592 -1.0273 0.6846 -0.327
C -1.1664 -0.5181 0.0943 -0.081
C -0.9294 -0.2594 -1.3695 -0.217
C -0.5742 2.5994 0.7665 -0.791
C 1.1071 -1.1603 -0.3161 -0.122
C 0.5256 -0.7883 -1.6855 -0.156
H 0.6978 2.0104 -1.0664 -0.124
H -0.4117 -1.6964 2.5102 0.061
H 1.0781 -0.0765 -2.2430 0.081
H -2.1174 -0.1873 0.5842 0.126
H -1.1568 0.8613 -1.5950 0.039
H 1.2413 -1.8149 2.1471 0.148
H 1.5978 -2.0549 -0.3781 0.089
H 0.0009 2.9453 3.0347 -0.015
H 1.7400 -0.2985 -0.1362 0.108
H -1.3659 3.2058 1.0692 0.011
H 0.5283 -1.7143 -2.3085 0.127
H -1.7328 -0.7379 -1.9684 0.116
```

***

# 4
Computed, not measured: an isolated ion of composition C6H12NS2 and charge +1, with ωB97M-V/def2-TZVPD.

spin multiplicity	1
LUMO	-4.95	eV
Kohn-Sham gap	0.282	Ha
relative energy (zero: lowest compared OMol25 entry of this formula, charge and spin)	0.378	eV
charge	+1
strongest force on any atom	4.96	eV Å⁻¹

```
21
Properties=species:S:1:pos:R:3:lowdin_charge:R:1
S 1.1196 0.7013 1.1693 1.061
S -1.3812 2.1312 0.6027 1.072
N 0.6358 -1.1550 -1.7705 -0.014
C 0.2399 3.1020 0.4105 -0.444
C -0.3843 -1.9908 -1.1722 -0.272
C -0.5578 0.7022 0.8371 -0.866
C -1.2857 -0.6320 0.8119 -0.245
C -0.4025 -1.7952 0.3591 -0.216
C 1.3341 2.5561 1.2387 -0.407
H -0.9142 -2.7879 0.8865 0.177
H -2.1780 -0.3218 0.1637 0.140
H -1.2750 -1.6587 -1.5116 0.075
H 2.1924 2.9203 0.7003 0.098
H 1.5310 -1.3101 -1.2999 0.065
H -0.1016 -2.9554 -1.4374 0.098
H 0.6738 -1.8788 0.7420 0.108
H 1.2985 2.7560 2.3344 0.108
H 0.3227 3.0946 -0.6848 0.089
H 0.8962 -1.3604 -2.7341 0.083
H -1.4894 -0.6599 1.9261 0.153
H -0.1129 4.2204 0.4383 0.136
```